The following is a DFT calculation (the ωB97M-V functional and the def2-TZVPD basis) of an isolated molecule of C13H17N3O2S.

XYZ file:
```
36
Properties=species:S:1:pos:R:3:lowdin_charge:R:1
S 4.3591 -1.0807 -0.4280 1.0554
O 0.3223 1.8104 -0.4259 -0.0015
O -2.7263 1.3336 1.3646 0.0757
N -1.8646 0.2076 -0.4117 0.1022
N 0.7014 0.5115 1.4345 0.1693
N 2.5596 -0.9363 1.6001 0.0767
C 1.4582 -0.3873 2.0536 -0.1915
C -2.6950 -0.9914 -0.3456 -0.3246
C -1.9095 1.2115 0.4809 -0.4935
C -2.4099 -1.7252 0.9644 -0.0371
C 2.8707 0.6826 -1.6197 -0.1155
C 2.2417 0.4241 -0.3723 -0.1618
C 2.9421 -0.5237 0.3979 -0.5443
C -5.0684 -1.8642 -0.4788 -0.0724
C -0.8294 2.2834 0.2550 -0.0726
C -4.1807 -0.6231 -0.5209 -0.3936
C -4.3856 0.1134 -1.8445 -0.0683
C 3.9977 -0.0459 -1.7729 -0.3912
C 1.0712 0.9215 0.2360 -0.2912
H -4.1124 -0.5254 -2.6832 0.0807
H 4.6666 -0.0485 -2.6111 0.0648
H -1.1380 0.2326 -1.1089 0.1436
H -0.5608 2.6900 1.2339 0.1341
H -3.7832 1.0176 -1.8844 0.0683
H -6.0948 -1.5898 -0.7101 0.0768
H -2.8662 -2.7098 0.9638 0.0722
H -2.7944 -1.1469 1.7993 0.0844
H -1.2348 3.0791 -0.3751 0.1397
H 2.4881 1.3795 -2.3423 0.1137
H -5.4289 0.3973 -1.9569 0.0769
H -2.3892 -1.6225 -1.1885 0.1504
H -4.7375 -2.5967 -1.2130 0.0838
H -1.3353 -1.8421 1.0933 0.0730
H -5.0585 -2.3250 0.5041 0.0703
H -4.4558 0.0429 0.3005 0.1311
H 1.1203 -0.6983 3.0317 0.1160
```

Values from the calculation:
SMILES = CC(C)[C@H](C)NC(=O)COc1ncnc2sccc12
Frontier orbital gap = 9.4 eV
LUMO = 0.48 eV
Charge = 0
HOMO = -8.94 eV
Total energy = -1218.54850 Ha
Energy relative to the best compared isomer or geometry (same formula, charge and spin) = 0.899 eV
F_max = 0.931 eV Å⁻¹
Spin multiplicity = 1